# 1
235
Properties=species:S:1:pos:R:3 method="wB97M-V/def2-TZVPD" mol_weight_g_mol=1491.73 multiplicity=1 orbital_gap_ev=9.6 lumo_ev=0.469 homo_energy_ev=-9.15 smiles="CCOC(=O)C(F)(F)F.CCOC(=O)C(F)(F)F.COCCOCCOC.COCCOCCOC.COCCOCCOC.COCCOCCOC.COCCOCCOC.COCCOCCOC.COCCOCCOC.COCCOCCOC.COCCOCCOC"
C 5.840 -1.659 2.133
C 6.018 -0.225 1.684
O 6.755 0.371 2.826
C 8.035 0.819 2.607
O 8.580 0.892 1.559
C 8.680 1.493 3.877
F 10.012 1.590 3.637
F 8.192 2.763 3.953
F 8.426 0.837 5.025
H 5.047 -2.220 1.496
H 5.535 -1.676 3.193
H 6.796 -2.193 2.075
H 5.033 0.249 1.547
H 6.645 -0.182 0.804
C -1.574 -1.123 1.457
C -0.266 -0.367 1.730
O 0.357 0.023 0.394
C 1.669 -0.152 0.279
O 2.474 -0.516 1.068
C 1.990 0.330 -1.184
F 1.426 -0.575 -2.041
F 1.510 1.529 -1.527
F 3.317 0.318 -1.366
H -2.342 -0.525 1.007
H -2.043 -1.430 2.395
H -1.412 -1.944 0.796
H 0.362 -1.086 2.273
H -0.342 0.516 2.363
C -6.456 -3.354 8.451
O -5.573 -3.254 7.323
C -4.289 -3.579 7.745
C -3.360 -2.982 6.650
O -3.485 -3.854 5.542
C -2.882 -3.426 4.376
C -1.583 -4.159 4.165
O -0.558 -3.631 4.945
C 0.616 -4.375 4.943
H -6.054 -2.644 9.187
H -6.397 -4.315 8.990
H -7.479 -3.122 8.162
H -4.033 -4.653 7.738
H -4.116 -3.061 8.710
H -2.272 -2.989 6.949
H -3.715 -1.976 6.442
H -2.840 -2.250 4.381
H -3.604 -3.777 3.593
H -1.390 -4.116 3.073
H -1.798 -5.263 4.349
H 0.440 -5.192 5.659
H 1.433 -3.792 5.100
H 0.732 -4.843 3.957
C -4.388 -1.870 -6.267
O -3.898 -1.855 -4.925
C -2.522 -1.512 -4.876
C -2.168 -0.924 -3.508
O -2.795 0.259 -3.360
C -2.412 0.753 -2.064
C -3.281 1.964 -1.740
O -3.216 3.035 -2.639
C -4.461 3.628 -2.887
H -3.702 -2.407 -7.007
H -4.467 -0.805 -6.586
H -5.401 -2.398 -6.213
H -2.280 -0.660 -5.569
H -2.007 -2.435 -5.222
H -1.073 -0.778 -3.393
H -2.535 -1.556 -2.674
H -1.285 0.999 -2.169
H -2.528 -0.040 -1.295
H -3.103 2.320 -0.754
H -4.314 1.538 -1.632
H -4.252 4.676 -3.213
H -5.178 3.631 -1.988
H -4.959 3.107 -3.715
C 0.191 -7.610 -0.883
O 1.449 -7.087 -0.531
C 1.532 -6.482 0.759
C 1.898 -5.012 0.774
O 0.872 -4.207 0.170
C 1.148 -3.658 -1.097
C 1.311 -4.659 -2.215
O 1.715 -3.781 -3.202
C 1.843 -4.305 -4.512
H -0.548 -6.836 -0.727
H -0.177 -8.384 -0.207
H 0.311 -8.169 -1.799
H 2.230 -7.145 1.359
H 0.591 -6.616 1.265
H 2.890 -4.807 0.324
H 1.995 -4.784 1.855
H 2.009 -2.954 -1.075
H 0.253 -3.093 -1.315
H 0.360 -5.084 -2.325
H 2.044 -5.380 -2.000
H 0.904 -4.544 -5.024
H 2.493 -5.199 -4.622
H 2.251 -3.425 -5.130
C 3.139 0.015 -5.463
O 2.026 -0.582 -6.134
C 0.769 -0.483 -5.479
C 0.213 0.945 -5.478
O 0.705 1.717 -4.459
C -0.067 2.886 -4.318
C -0.296 3.846 -5.515
O -1.076 3.413 -6.574
C -2.396 3.241 -6.231
H 3.069 -0.283 -4.370
H 3.062 1.113 -5.630
H 4.062 -0.295 -5.909
H 0.812 -0.897 -4.458
H 0.094 -1.120 -6.047
H -0.841 0.871 -5.369
H 0.425 1.403 -6.417
H 0.371 3.491 -3.517
H -1.087 2.692 -3.937
H 0.767 4.137 -5.853
H -0.780 4.804 -5.120
H -2.926 3.236 -7.204
H -2.727 4.067 -5.628
H -2.456 2.324 -5.746
C -4.170 2.705 1.583
O -4.937 1.967 0.654
C -5.547 0.928 1.429
C -6.380 0.081 0.545
O -5.361 -0.535 -0.305
C -5.899 -1.163 -1.514
C -6.482 -0.219 -2.522
O -7.746 0.197 -2.058
C -8.675 0.480 -3.136
H -4.756 3.062 2.385
H -3.605 3.544 1.196
H -3.347 2.108 1.950
H -6.169 1.309 2.230
H -4.795 0.311 1.792
H -7.035 0.699 -0.084
H -6.967 -0.632 0.994
H -6.629 -1.818 -1.188
H -5.118 -1.820 -1.871
H -6.571 -0.808 -3.458
H -5.796 0.587 -2.663
H -9.663 0.548 -2.757
H -8.701 -0.353 -3.784
H -8.380 1.312 -3.666
C 4.131 3.554 -1.655
O 4.407 3.779 -0.304
C 5.678 3.268 0.079
C 5.827 3.445 1.567
O 6.231 4.714 2.073
C 5.184 5.637 2.202
C 5.797 6.975 2.558
O 6.295 7.846 1.563
C 7.295 7.446 0.703
H 4.817 3.948 -2.372
H 3.180 4.075 -1.907
H 4.032 2.467 -1.877
H 6.509 3.881 -0.392
H 5.792 2.220 -0.194
H 6.567 2.716 1.886
H 4.797 3.262 1.963
H 4.370 5.347 2.896
H 4.654 5.794 1.287
H 6.596 6.655 3.272
H 5.165 7.578 3.172
H 8.263 7.464 1.254
H 7.403 8.074 -0.161
H 7.188 6.421 0.305
C -1.835 8.389 -1.540
O -0.842 7.383 -1.203
C -1.216 6.053 -1.528
C -0.202 5.188 -0.886
O -0.634 4.775 0.390
C 0.094 3.578 0.841
C -0.176 3.407 2.308
O 0.441 2.306 2.943
C 1.821 2.289 2.964
H -2.789 8.138 -1.055
H -1.963 8.385 -2.615
H -1.550 9.383 -1.237
H -1.206 5.910 -2.635
H -2.252 5.835 -1.203
H 0.818 5.577 -0.882
H -0.197 4.350 -1.533
H 1.178 3.665 0.648
H -0.251 2.587 0.374
H -1.174 3.111 2.457
H -0.034 4.346 2.867
H 2.183 2.161 1.939
H 2.175 1.439 3.606
H 2.146 3.260 3.303
C 8.416 -0.030 -1.665
O 7.100 -0.394 -1.558
C 6.806 -1.200 -2.734
C 5.564 -2.094 -2.682
O 5.870 -3.221 -1.865
C 4.850 -4.199 -2.023
C 5.263 -5.340 -2.833
O 5.242 -5.001 -4.216
C 5.631 -6.090 -4.975
H 8.651 0.589 -2.510
H 8.980 -1.011 -1.661
H 8.704 0.552 -0.787
H 7.643 -1.869 -3.062
H 6.597 -0.495 -3.584
H 5.307 -2.266 -3.731
H 4.742 -1.528 -2.206
H 3.880 -3.831 -2.376
H 4.685 -4.544 -1.024
H 4.527 -6.143 -2.764
H 6.176 -5.786 -2.533
H 4.843 -6.947 -4.920
H 6.646 -6.397 -4.590
H 5.775 -5.789 -6.017
C -7.206 -3.090 2.758
O -7.173 -1.911 3.442
C -6.075 -1.774 4.291
C -6.225 -0.471 5.147
O -4.915 -0.090 5.539
C -5.002 1.132 6.254
C -4.061 2.257 5.787
O -2.758 1.738 5.913
C -2.329 1.133 4.678
H -7.978 -3.030 2.062
H -7.424 -3.904 3.393
H -6.291 -3.264 2.215
H -5.134 -1.681 3.704
H -6.091 -2.668 4.912
H -6.884 -0.688 6.038
H -6.747 0.320 4.646
H -4.788 0.959 7.330
H -5.988 1.524 6.262
H -4.100 3.079 6.506
H -4.254 2.698 4.765
H -2.294 1.906 3.845
H -3.053 0.411 4.241
H -1.374 0.634 4.822



# 2
101
Properties=species:S:1:pos:R:3 method="wB97M-V/def2-TZVPD" mol_weight_g_mol=857.73 multiplicity=8 s2=15.760 orbital_gap_ev="6.8 / 6.9" total_charge=+1 lumo_ev="-2.131 / -2.129" homo_energy_ev="-8.90 / -9.05" relative_energy_kj_mol=0.00
Eu -11.311 -12.099 8.708
C -17.053 -12.596 8.209
C -15.693 -12.756 7.953
N -14.780 -12.658 8.864
C -15.023 -12.271 10.178
C -16.421 -12.021 10.444
C -17.435 -12.267 9.481
C -16.777 -11.721 11.769
C -15.817 -11.613 12.738
C -14.461 -11.647 12.398
C -14.008 -12.015 11.172
N -12.638 -12.172 10.903
C -11.734 -12.043 11.976
C -11.728 -12.830 13.114
C -10.775 -12.646 14.083
C -9.865 -11.626 14.047
C -9.797 -10.822 12.888
C -8.933 -9.729 12.714
C -8.829 -9.054 11.548
C -9.569 -9.603 10.458
N -10.477 -10.495 10.609
C -10.679 -11.116 11.808
H -17.755 -12.707 7.395
H -14.565 -12.049 6.209
H -18.472 -12.147 9.763
H -17.799 -11.649 12.019
H -16.148 -11.386 13.757
H -13.795 -11.412 13.209
H -12.452 -13.633 13.209
H -10.700 -13.331 14.959
H -9.121 -11.512 14.818
H -8.341 -9.385 13.560
H -8.170 -8.194 11.394
H -9.466 -9.158 9.437
C -8.854 -14.427 4.958
P -9.649 -14.518 6.622
C -10.866 -15.882 6.442
C -8.328 -15.269 7.707
C -7.469 -14.206 8.380
P -8.287 -13.125 9.669
C -8.568 -14.218 11.118
C -6.818 -12.299 10.341
H -8.663 -15.414 4.569
H -7.898 -13.801 5.001
H -9.648 -13.997 4.324
H -10.486 -16.794 5.973
H -11.692 -15.579 5.763
H -11.221 -16.122 7.424
H -7.651 -15.948 7.167
H -8.787 -15.814 8.514
H -6.923 -13.578 7.669
H -6.665 -14.764 8.897
H -7.845 -15.012 11.187
H -9.561 -14.674 11.044
H -8.529 -13.609 11.990
H -6.095 -13.084 10.581
H -7.128 -11.733 11.295
H -6.342 -11.488 9.766
C -12.275 -7.675 8.947
P -12.979 -9.208 8.268
C -14.726 -8.877 8.688
C -13.034 -8.876 6.438
C -11.658 -9.005 5.771
P -11.005 -10.732 5.910
C -11.909 -11.626 4.577
C -9.342 -10.413 5.217
H -12.911 -6.796 8.677
H -11.280 -7.378 8.520
H -12.149 -7.701 10.023
H -14.925 -7.854 8.347
H -14.882 -8.917 9.763
H -15.398 -9.546 8.161
H -13.487 -7.871 6.163
H -13.721 -9.633 6.011
H -10.844 -8.300 6.155
H -11.765 -8.761 4.719
H -11.874 -11.086 3.599
H -12.972 -11.860 4.788
H -11.400 -12.571 4.419
H -9.422 -10.276 4.121
H -8.682 -11.242 5.408
H -8.874 -9.500 5.599
N -13.657 -12.777 8.039
C -14.607 -12.961 6.890
C -14.602 -14.198 6.064
C -14.359 -15.490 6.564
C -14.363 -16.579 5.701
C -14.626 -16.435 4.372
C -14.815 -15.185 3.806
C -14.882 -14.090 4.672
H -14.206 -15.621 7.673
H -14.248 -17.510 6.125
H -14.592 -17.349 3.766
H -14.878 -15.132 2.750
H -15.075 -13.112 4.185
C -12.373 -15.730 10.211
O -11.656 -14.558 9.886
H -12.068 -16.061 11.190
H -12.070 -16.551 9.536
H -13.421 -15.517 10.038
H -12.142 -13.826 10.357



# 3
13
Properties=species:S:1:pos:R:3 method="wB97M-V/def2-TZVPD" mol_weight_g_mol=68.12 multiplicity=1 orbital_gap_ev=11.1 lumo_ev=1.146 homo_energy_ev=-9.92 relative_energy_kj_mol=131.42 smiles=C#CC(C)C
C 0.319 -1.271 0.821
C 0.396 0.131 0.172
C 0.479 0.093 -1.366
C -0.795 0.931 0.492
C -1.841 1.520 0.594
H -0.238 -1.251 1.763
H -0.186 -1.976 0.154
H 1.319 -1.666 1.031
H 1.289 0.640 0.555
H 0.835 1.054 -1.754
H -0.522 -0.076 -1.775
H 1.142 -0.700 -1.717
H -2.776 2.032 0.632



# 4
46
Properties=species:S:1:pos:R:3 method="wB97M-V/def2-TZVPD" mol_weight_g_mol=293.39 multiplicity=2 s2=0.754 orbital_gap_ev="8.6 / 9.8" lumo_ev="0.437 / 0.437" homo_energy_ev="-8.20 / -9.39"
C 1.153 -1.033 1.586
C 0.415 0.145 0.850
C 0.273 -0.314 -0.603
C -0.930 0.272 1.567
C -1.756 1.544 1.200
C -3.015 1.090 0.458
C -4.039 2.191 0.240
O -3.780 3.286 0.029
O -5.328 1.803 0.302
C -0.884 2.531 0.394
C 0.561 2.629 0.882
C 0.523 3.310 2.290
C 1.334 3.582 -0.035
N 1.263 1.329 1.029
O 2.393 1.248 0.440
H 1.878 -0.659 2.303
H 1.666 -1.644 0.846
H 0.402 -1.676 2.040
H 0.101 -1.385 -0.669
H -0.577 0.158 -1.104
H 1.150 -0.103 -1.213
H -1.520 -0.633 1.441
H -0.690 0.359 2.630
H -2.088 2.080 2.089
H -2.782 0.586 -0.481
H -3.496 0.324 1.077
H -5.352 0.855 0.489
H -1.361 3.504 0.418
H -0.928 2.215 -0.653
H -0.228 4.093 2.324
H 0.299 2.536 3.022
H 1.511 3.726 2.477
H 0.739 4.483 -0.197
H 1.508 3.145 -1.014
H 2.256 3.881 0.455
N 1.785 -3.576 -1.138
C 0.911 -4.574 -1.269
C 0.846 -5.401 -2.380
C 1.737 -5.177 -3.416
C 2.652 -4.144 -3.300
C 2.635 -3.378 -2.145
H 0.231 -4.710 -0.435
H 0.117 -6.198 -2.430
H 1.719 -5.800 -4.302
H 3.364 -3.936 -4.087
H 3.335 -2.560 -2.009



# 5
18
Properties=species:S:1:pos:R:3 method="wB97M-V/def2-TZVPD" mol_weight_g_mol=121.20 multiplicity=1 orbital_gap_ev=9.3 lumo_ev=0.771 homo_energy_ev=-8.50 relative_energy_kj_mol=161.57 smiles=OCNCCCS
C 0.881 -0.205 0.448
N -0.477 -0.811 0.372
C -1.156 -0.701 1.697
O -1.378 0.609 2.055
C 1.453 0.282 -0.887
C 0.535 0.717 -2.036
S -1.109 1.540 -1.675
H 0.796 0.638 1.121
H 1.516 -0.954 0.927
H -0.331 -1.811 0.293
H -0.550 -1.177 2.472
H -2.057 -1.311 1.566
H -2.133 0.936 1.542
H 2.005 -0.562 -1.288
H 2.161 1.082 -0.647
H 0.122 -0.200 -2.458
H 1.053 1.275 -2.792
H -1.329 0.652 -0.710



# 6
75
Properties=species:S:1:pos:R:3 method="wB97M-V/def2-TZVPD" mol_weight_g_mol=777.47 multiplicity=1 orbital_gap_ev=6.0 total_charge=+2 lumo_ev=-7.782 homo_energy_ev=-13.83 relative_energy_kj_mol=103.85
Ti 0.025 1.697 -0.603
O -1.813 1.773 7.347
C -1.885 1.032 6.230
O -2.363 -0.061 6.258
C -1.341 1.602 4.935
C -1.356 0.744 3.843
C -0.877 1.174 2.624
C -0.393 2.461 2.471
C -0.370 3.323 3.552
C -0.847 2.890 4.778
N 0.121 2.838 1.178
C 0.424 4.038 0.896
C 1.089 4.303 -0.395
C 1.443 5.558 -0.803
C 2.150 5.705 -1.997
C 2.486 4.582 -2.720
C 2.071 3.342 -2.262
N 1.382 3.197 -1.124
H -1.387 2.626 7.209
H -1.745 -0.256 3.980
H -0.896 0.488 1.787
H 0.026 4.329 3.470
H -0.814 3.594 5.602
H 0.238 4.872 1.565
H 1.181 6.416 -0.197
H 2.436 6.690 -2.344
H 3.052 4.651 -3.639
H 2.280 2.443 -2.823
S -3.627 1.813 -3.099
C -2.305 1.810 -2.219
S -0.662 1.773 -2.861
S -2.288 1.765 -0.451
C 0.210 -3.818 -3.175
C 1.279 -2.750 -3.239
C 2.393 -2.985 -4.056
C 3.439 -2.087 -4.154
C 3.409 -0.899 -3.431
C 2.318 -0.640 -2.627
C 1.257 -1.546 -2.532
Sb -0.151 -0.969 -1.072
C -2.065 -1.724 -1.374
C -2.524 -1.584 -2.684
C -3.840 -1.899 -2.972
C -4.674 -2.343 -1.951
C -4.198 -2.463 -0.653
C -2.880 -2.141 -0.325
C -2.423 -2.262 1.111
C 1.030 -1.377 0.633
C 1.814 -0.282 1.004
C 2.739 -0.362 2.028
C 2.871 -1.577 2.694
C 2.100 -2.670 2.326
C 1.168 -2.599 1.284
C 0.378 -3.830 0.901
H 0.661 -4.795 -2.987
H -0.319 -3.889 -4.129
H -0.532 -3.643 -2.404
H 2.435 -3.914 -4.615
H 4.288 -2.314 -4.785
H 4.231 -0.196 -3.493
H 2.303 0.279 -2.056
H -1.867 -1.239 -3.474
H -4.213 -1.796 -3.985
H -5.707 -2.591 -2.167
H -4.863 -2.807 0.135
H -3.098 -1.719 1.775
H -1.413 -1.878 1.268
H -2.421 -3.305 1.434
H 1.742 0.674 0.483
H 3.348 0.491 2.304
H 3.588 -1.671 3.501
H 2.224 -3.611 2.855
H -0.273 -4.149 1.717
H 1.049 -4.662 0.679
H -0.248 -3.670 0.021